Computed, not measured: an isolated molecule of C8H14 at a distorted geometry, with the ωB97M-V functional and the def2-TZVPD basis.

Structure (ORCA input):
```
! RIJCOSX wB97M-V def2-TZVPD def2/J DEFGRID3
* xyz 0 1
C -1.16 1.17 1.04
C -1.00 -0.35 1.38
C -0.32 -1.07 0.21
C 1.17 -1.29 0.36
C 1.90 -0.08 -0.23
C 1.01 0.29 -1.39
C -0.45 -0.02 -0.96
C -1.24 1.18 -0.48
H -2.05 1.66 1.55
H -0.28 1.83 1.33
H -1.98 -0.75 1.50
H -0.43 -0.51 2.31
H -0.85 -1.96 -0.03
H 1.41 -2.13 -0.25
H 1.42 -1.47 1.40
H 2.94 -0.25 -0.53
H 1.92 0.67 0.56
H 1.08 1.32 -1.73
H 1.27 -0.29 -2.26
H -0.91 -0.49 -1.87
H -0.75 2.08 -0.88
H -2.29 1.16 -0.81
*
```

Properties
molar mass: 110.2 g/mol
energy relative to the best compared isomer or geometry (same formula, charge and spin): 0.00 kJ/mol
SMILES: C1C[C@H]2CCC[C@H]2C1
gap between HOMO and LUMO: 11.767 eV
energy: -8523.0797 eV
LUMO level: 1.1 eV